*1*
The following is a DFT calculation (ωB97M-V/def2-TZVPD) of a 2-piece molecular cluster, C6H14N2 overall.

HOMO-LUMO gap = 0.31621 hartree
SMILES = CC1(N)CC1.[H]/N=C/C
2S+1 = 1

```
22
C6H14N2, DFT ωB97M-V/def2-TZVPD
C -0.26 1.96 0.21
C 0.60 1.17 -0.68
H -0.42 1.30 1.13
H -1.32 -2.95 1.76
H -0.57 1.40 -2.51
C 0.20 0.78 -2.06
N -0.17 -0.31 2.06
C -1.29 -2.15 1.01
H 1.02 0.57 -2.74
H 2.10 1.00 0.67
H 0.87 -1.83 1.08
H 0.74 -0.01 2.41
H 0.22 -1.32 -1.45
C -0.26 -0.38 -1.19
H 2.51 0.50 -0.88
H -2.20 -1.55 1.10
H -1.27 -2.62 0.02
C -0.08 -1.30 1.22
H 0.22 2.89 0.53
H -1.34 -0.43 -1.11
H -1.23 2.17 -0.24
N 1.94 1.11 -0.32
```

Here are the Löwdin charges for atoms 1 to 4, given in e: C -0.05; C -0.47; H 0.06; H 0.08

*2*
The following is a DFT calculation (ωB97M-V/def2-TZVPD) of one molecule with the formula C6H14N2.

HOMO-LUMO gap = 0.34105 hartree
SMILES = [H]/N=C(\C(C)C)N(C)C
2S+1 = 1

```
22
C6H14N2, DFT ωB97M-V/def2-TZVPD
H 1.89 -1.78 -1.42
C 0.79 1.56 1.35
H 0.47 -1.07 -2.19
H 1.09 -0.90 0.83
N -0.05 1.31 0.20
H -0.31 3.30 -0.43
H 1.72 1.00 1.28
H 0.61 -3.24 0.27
H -1.56 2.70 0.68
C -0.73 -0.13 0.04
H -1.53 2.11 -0.98
N -1.94 -0.17 -0.26
H -0.81 -2.84 -0.72
H -0.86 -2.61 1.05
C 1.17 -0.96 -1.37
C -0.24 -2.56 0.16
H 1.70 -0.01 -1.48
C -0.90 2.42 -0.15
C 0.44 -1.00 -0.03
H -2.32 -1.08 -0.49
H 0.27 1.34 2.30
H 1.09 2.61 1.37
```

Here are the Löwdin charges for atoms 1 to 4, given in e: H 0.08; C -0.12; H 0.09; H 0.11

Short version: *2*, *1*, most stable first.

*1*
The following is a DFT calculation (ωB97M-V/def2-TZVPD) of one molecule with the formula C6H14N2.

HOMO-LUMO gap = 0.34813 hartree
SMILES = C=CCCNCCN
2S+1 = 1

```
22
C6H14N2, DFT ωB97M-V/def2-TZVPD
H -0.41 -2.20 0.07
H -0.44 0.85 2.68
N -1.35 -0.66 -0.94
C 1.05 -1.56 -1.35
C -0.90 1.35 0.62
C -1.68 0.06 0.26
H -2.76 0.28 0.31
H 1.00 0.48 -0.65
H 2.41 0.03 -1.53
C -0.43 -1.78 -0.92
H 1.19 -1.83 -2.40
H -1.59 -0.67 1.07
H -1.64 2.09 0.92
H -0.46 1.79 -0.28
H 1.83 2.13 1.04
C 0.03 1.26 1.79
H 1.87 1.69 2.76
H -1.28 -0.12 -1.79
N 1.46 -0.16 -1.25
H -0.85 -2.54 -1.58
H 1.65 -2.15 -0.66
C 1.28 1.65 1.85
```

Here are the Löwdin charges for atoms 1 to 4, given in e: H 0.10; H 0.10; N -0.08; C -0.25

*2*
The following is a DFT calculation (ωB97M-V/def2-TZVPD) of a 2-piece molecular cluster, C6H14N2 overall.

HOMO-LUMO gap = 0.35432 hartree
SMILES = [H]/N=C/NC.C=C(C)C
2S+1 = 1

```
22
C6H14N2, DFT ωB97M-V/def2-TZVPD
H 0.82 -4.36 -0.23
H -0.96 -0.70 0.44
H 0.63 2.75 -2.00
H -2.48 2.56 1.78
H -0.29 -1.15 -1.79
H -0.55 -1.83 1.81
H 1.24 3.62 -0.56
H -1.15 3.69 0.33
C 1.14 -3.50 0.37
H 1.83 2.01 -1.01
C -0.42 -1.58 0.77
H 0.37 -2.69 -2.23
H 2.18 -3.31 0.13
C 0.46 -1.89 -1.50
C -1.03 2.62 0.55
N -1.79 1.97 1.34
C 0.95 2.65 -0.96
C 0.31 -2.32 -0.06
H 0.98 -3.74 1.42
H 0.18 1.09 0.23
N -0.02 2.01 -0.11
H 1.43 -1.40 -1.63
```

Here are the Löwdin charges for atoms 1 to 4, given in e: H 0.08; H 0.03; H 0.08; H 0.02

Short version: *2*, *1*, most stable first.

*1*
The following is a DFT calculation (ωB97M-V/def2-TZVPD) of C6H14N2 as an isolated structure.

HOMO-LUMO gap = 0.31094 hartree
2S+1 = 1

```
22
C6H14N2, DFT ωB97M-V/def2-TZVPD
H -0.25 -1.39 2.80
H 2.39 2.00 0.28
H 0.09 2.77 0.50
H -1.00 1.27 -2.60
H 1.22 -1.90 1.97
H -0.20 -2.58 -0.07
C -0.06 0.85 -2.24
C -0.51 -1.91 0.73
H 0.02 -3.10 2.42
C 0.15 -2.08 2.05
C -1.54 -1.02 0.49
C 1.31 0.50 -0.19
N 0.08 2.56 -0.49
H -0.84 0.26 -0.23
H -0.12 -0.23 -2.36
C 0.13 1.16 -0.76
H -2.23 -1.25 -0.31
N 2.29 0.99 0.45
H 1.09 -0.58 -0.02
H -0.67 3.04 -0.96
H 0.76 1.27 -2.83
H -2.08 -0.65 1.36
```

Here are the Löwdin charges for atoms 1 to 4, given in e: H 0.08; H 0.04; H 0.08; H 0.07

*2*
The following is a DFT calculation (ωB97M-V/def2-TZVPD) of a 3-piece molecular cluster, C6H14N2 overall.

HOMO-LUMO gap (spin up / spin down) = 0.28073 / 0.27006 hartree
2S+1 = 1

```
22
C6H14N2, DFT ωB97M-V/def2-TZVPD
H 2.70 1.83 1.65
H -1.72 -2.49 -1.19
C 2.21 0.95 1.19
H -0.62 2.64 0.00
C 0.33 2.48 0.50
H 2.91 0.52 0.47
N -0.03 -0.83 0.14
H -0.93 0.78 -2.56
H 0.85 -0.31 -1.63
C -0.64 -2.57 -1.06
H -0.32 -3.29 -0.31
H 0.78 3.37 0.94
N -1.05 0.45 -1.62
H -1.93 0.58 -1.15
C -0.02 -0.17 -1.00
C -1.14 -0.71 1.08
H -0.77 -0.25 1.99
H -1.49 -1.72 1.32
H 2.07 0.20 1.97
C 0.93 1.30 0.54
H -2.01 -0.14 0.73
H -0.09 -2.64 -1.99
```

Here are the Löwdin charges for atoms 1 to 4, given in e: H 0.07; H 0.01; C -0.13; H 0.03

Short version: *1*, *2*, most stable first.